#A
7
Properties=species:S:1:pos:R:3:nbo_charge:R:1 method="wB97M-V/def2-TZVPD" gap_ha=0.3484 homo_ev=-11.14
O -0.30 0.35 1.91 -0.438
C -0.22 -0.48 1.05 0.358
C 0.29 -0.19 -0.36 0.391
O 1.10 -0.95 -0.82 -0.408
C -0.12 1.00 -1.13 0.156
N -0.39 1.84 -1.88 -0.203
H -0.37 -1.57 1.22 0.144


#B
7
Properties=species:S:1:pos:R:3:nbo_charge:R:1 method="wB97M-V/def2-TZVPD" gap_ha=0.3159 homo_ev=-10.19
O -1.80 -1.22 -0.18 -0.448
C -1.56 -0.07 -0.06 0.652
C 0.69 -0.39 0.29 0.271
O -0.23 0.46 -0.13 -0.495
C 2.01 0.15 0.05 0.082
N 3.15 0.31 -0.06 -0.211
H -2.26 0.76 0.09 0.149


Which of them is the most stable? Correct choice: #A.


#A
14
Properties=species:S:1:pos:R:3:nbo_charge:R:1 method="wB97M-V/def2-TZVPD" gap_ha="0.2760 / 0.2759" homo_ev="-7.83 / -7.83"
C 1.51 1.90 1.03 0.135
C 0.36 1.78 0.31 -0.341
C 1.99 -0.41 1.32 0.121
C -0.05 0.46 0.01 0.024
C 0.93 -0.61 0.37 0.206
C -1.32 0.08 -0.71 -0.678
O 2.18 0.87 1.68 -0.408
O 0.86 -1.83 -0.23 -0.685
H 2.11 2.90 1.20 0.201
H 2.55 -1.15 1.99 0.227
H -1.97 -0.60 -0.08 0.225
H -1.09 -0.43 -1.72 0.227
H -1.67 1.02 -0.97 0.254
H -0.10 -2.15 -0.38 0.491


#B
14
Properties=species:S:1:pos:R:3:nbo_charge:R:1 method="wB97M-V/def2-TZVPD" gap_ha=0.3589 homo_ev=-8.87
C 0.53 -1.01 -0.11 0.302
C -1.02 0.15 0.80 0.057
C -1.25 0.34 -0.68 0.038
C -0.18 1.47 0.03 -0.313
C 1.20 1.12 0.01 -0.176
C 1.61 -0.10 -0.09 -0.313
H 0.75 -2.17 -0.22 0.201
H -1.80 0.33 1.67 0.231
H -2.14 0.94 -1.08 0.256
H -0.63 2.44 0.19 0.236
H 1.71 2.00 0.41 0.223
H 2.66 -0.65 -0.12 0.240
O -0.45 -0.78 -1.13 -0.504
O -0.29 -1.06 1.05 -0.478


Which of them is the most stable? Correct choice: #A.


#A
13
Properties=species:S:1:pos:R:3:nbo_charge:R:1 method="wB97M-V/def2-TZVPD" gap_ha=0.3689 total_charge=+1 homo_ev=-14.03
C 1.03 -0.77 -0.22 -0.453
C -1.27 0.34 0.36 -0.063
N -0.83 1.61 -0.13 -0.858
N -0.45 -0.78 -0.31 -0.584
I -3.33 -0.07 0.17 0.257
H 1.41 -0.30 -1.15 0.253
H 1.39 -0.18 0.65 0.245
H 1.45 -1.94 -0.08 0.257
H -0.99 -0.04 1.74 0.222
H -0.30 1.98 0.66 0.403
H -1.66 2.21 -0.32 0.415
H -0.66 -1.77 0.16 0.465
H -0.73 -0.76 -1.28 0.441


#B
13
Properties=species:S:1:pos:R:3:nbo_charge:R:1 method="wB97M-V/def2-TZVPD" gap_ha=0.3575 total_charge=+1 homo_ev=-14.23
C 0.15 0.78 1.26 -0.748
C -0.55 0.56 -0.03 0.368
N -0.15 1.00 -1.20 -0.713
N 0.53 -1.58 -0.33 -1.083
I -2.56 -0.21 0.07 0.299
H -0.23 0.12 2.05 0.280
H -0.24 1.68 1.71 0.289
H 1.26 0.63 1.04 0.262
H -0.61 0.94 -2.01 0.417
H 0.62 1.59 -1.30 0.416
H 0.48 -1.79 -1.34 0.387
H 1.56 -1.56 0.03 0.418
H -0.24 -2.17 0.04 0.408


Which of them is the most stable? Correct choice: #B.


#A
25
Properties=species:S:1:pos:R:3:nbo_charge:R:1 method="wB97M-V/def2-TZVPD" gap_ha=0.3285 homo_ev=-8.19
C -0.18 0.76 -0.15 0.413
C -0.01 -0.61 -0.63 0.059
C 1.84 -0.81 -0.52 0.078
C -2.04 0.90 -0.24 -0.428
C 2.15 -1.75 0.63 -0.644
C -2.78 0.15 0.84 -0.635
N 0.20 1.14 1.16 -0.875
O 0.32 1.70 -1.07 -0.750
O -0.36 -0.84 -1.96 -0.705
O 2.64 0.35 -0.38 -0.745
H 0.19 2.56 -0.63 0.495
H -0.18 -0.01 -2.45 0.482
H 2.31 1.00 -1.02 0.489
H -0.42 -1.39 0.02 0.196
H 2.09 -1.28 -1.48 0.162
H -0.15 0.48 1.85 0.373
H 1.22 1.15 1.24 0.391
H -2.41 0.64 -1.23 0.205
H -2.20 1.98 -0.15 0.186
H 1.66 -2.71 0.48 0.214
H 1.84 -1.32 1.59 0.199
H 3.23 -1.94 0.70 0.219
H -3.85 0.38 0.84 0.219
H -2.42 0.41 1.84 0.198
H -2.69 -0.94 0.71 0.202


#B
25
Properties=species:S:1:pos:R:3:nbo_charge:R:1 method="wB97M-V/def2-TZVPD" gap_ha=0.3531 homo_ev=-9.61
C -0.15 -2.38 -0.93 -0.079
O -1.30 -2.14 -1.70 -0.728
C 0.99 -1.81 -1.73 -0.442
C 1.17 -0.36 -1.86 -0.471
C 1.42 0.33 -0.60 -0.185
C 0.72 1.28 -0.03 -0.073
N 1.05 1.83 1.25 -0.424
C 2.24 1.64 1.78 -0.047
H -0.51 -1.91 0.02 0.159
H -0.12 -3.45 -0.55 0.199
H -1.19 -1.27 -2.16 0.459
H 1.92 -2.51 -1.35 0.203
H 1.06 -2.33 -2.67 0.236
H 0.45 -0.08 -2.59 0.219
H 2.10 -0.16 -2.51 0.236
H 2.38 0.00 -0.11 0.199
H -0.33 1.59 -0.42 0.207
H 3.08 1.20 1.32 0.149
H 2.32 1.86 2.86 0.182
H -1.55 -0.50 2.66 0.497
H -1.37 -0.28 1.00 0.492
O -2.00 -0.25 1.78 -0.978
H -3.05 1.32 1.60 0.490
H -1.90 2.21 1.52 0.459
O -2.84 2.31 1.52 -0.959


#C
25
Properties=species:S:1:pos:R:3:nbo_charge:R:1 method="wB97M-V/def2-TZVPD" gap_ha=0.3571 homo_ev=-8.84
C -1.59 1.74 -0.95 0.466
C -0.55 -1.00 0.16 -0.434
C -1.37 2.43 0.36 -0.744
C -0.75 -1.52 -1.26 -0.625
O -0.74 1.56 -1.79 -0.560
H 0.87 0.79 -1.04 0.504
H -2.63 1.41 -1.14 0.111
H -0.69 -1.83 0.87 0.200
H -1.32 -0.27 0.42 0.191
H -2.01 2.00 1.13 0.224
H -0.33 2.38 0.64 0.264
H -1.67 3.47 0.23 0.245
H -0.57 -0.75 -2.00 0.222
H -0.06 -2.33 -1.48 0.215
H -1.76 -1.90 -1.38 0.206
C 1.03 -0.23 2.00 -0.618
N 1.96 -1.39 0.12 -0.367
C 0.92 -0.44 0.49 0.378
O 2.23 -1.36 -1.29 -0.595
O 1.21 0.78 -0.12 -0.741
H 2.93 -0.71 -1.38 0.475
H 1.67 -2.34 0.32 0.342
H 0.24 0.42 2.34 0.207
H 0.98 -1.18 2.52 0.207
H 1.99 0.24 2.22 0.228


Which of them is the most stable? Correct choice: #A.


#A
9
Properties=species:S:1:pos:R:3:nbo_charge:R:1 method="wB97M-V/def2-TZVPD" gap_ha=0.3394 homo_ev=-8.86
C -0.66 1.02 0.42 -0.161
C 1.51 -0.34 -0.08 -0.460
N -1.76 0.32 0.19 -0.152
N -1.25 -0.58 -0.65 -0.419
C 0.30 0.17 -0.13 0.165
H -1.63 -1.51 -0.47 0.354
H -0.56 2.03 0.80 0.213
H 2.19 -0.07 0.73 0.229
H 1.85 -1.05 -0.82 0.230


#B
9
Properties=species:S:1:pos:R:3:nbo_charge:R:1 method="wB97M-V/def2-TZVPD" gap_ha=0.4032 homo_ev=-10.15
N 2.59 -0.49 -0.36 -0.309
C 1.54 -0.01 -0.40 0.227
C 0.23 0.62 -0.44 -0.324
C -0.94 -0.28 -0.37 -0.240
N -0.67 0.30 0.93 -0.538
H -0.07 1.44 0.34 0.374
H -1.87 0.03 -0.83 0.213
H -0.75 -1.35 -0.39 0.223
H -0.07 -0.26 1.52 0.374


#C
9
Properties=species:S:1:pos:R:3:nbo_charge:R:1 method="wB97M-V/def2-TZVPD" gap_ha=0.3518 homo_ev=-9.03
C 0.12 0.43 -0.17 0.088
C -0.24 -0.74 0.40 -0.446
C 0.45 -1.04 1.67 0.264
H -0.15 1.97 -1.50 0.401
H -0.84 0.25 -1.93 0.390
H 0.95 0.96 0.29 0.201
H -1.17 -1.19 0.11 0.235
N -0.17 0.79 -1.46 -0.789
N 1.05 -1.44 2.59 -0.344


Which of them is the most stable? Correct choice: #C.


#A
9
Properties=species:S:1:pos:R:3:nbo_charge:R:1 method="wB97M-V/def2-TZVPD" gap_ha=0.3538 homo_ev=-8.70
N -1.14 -0.86 0.25 -0.445
C -0.66 1.19 0.04 -0.126
C 0.61 1.16 -0.06 -0.339
C 1.09 -0.73 -0.12 0.004
N 0.02 -1.35 0.03 -0.170
H -1.82 -1.46 -0.26 0.363
H -1.68 1.51 0.14 0.243
H 1.52 1.75 -0.14 0.254
H 2.06 -1.20 0.12 0.216


#B
9
Properties=species:S:1:pos:R:3:nbo_charge:R:1 method="wB97M-V/def2-TZVPD" gap_ha="0.2790 / 0.2790" homo_ev="-8.32 / -8.32"
N 0.75 0.62 -1.05 -0.619
C 0.98 0.02 0.08 0.096
C -0.12 -0.45 0.84 -0.496
C -1.28 -0.14 0.13 -0.036
N -1.47 0.46 -0.96 -0.074
H 1.60 0.93 -1.53 0.380
H 1.99 -0.15 0.47 0.202
H -0.07 -0.96 1.79 0.241
H -2.38 -0.33 0.23 0.306


#C
9
Properties=species:S:1:pos:R:3:nbo_charge:R:1 method="wB97M-V/def2-TZVPD" gap_ha=0.3283 homo_ev=-8.03
C 0.06 0.41 0.59 -0.342
C 2.10 0.22 -0.51 0.281
C -1.16 0.36 0.42 0.146
N -2.43 0.30 0.01 -0.871
N 2.63 -0.81 -0.39 -0.748
H 1.04 0.68 1.00 0.258
H -3.06 -0.67 0.05 0.419
H -2.62 0.94 -0.91 0.406
H 3.43 -1.43 -0.27 0.450


Which of them is the most stable? Correct choice: #B.